Entry 1:
Below is a cluster of 5 separate species, C26H66BrN4O3 in total at a distorted geometry, with properties calculated with ωB97M-V/def2-TZVPD.

Cartesian coordinates (Å):
N (0.21667, -3.48339, 3.13862)
H (5.32703, -3.00737, -1.06073)
H (5.70674, -5.96199, -1.72210)
H (5.30469, -0.86536, -3.16864)
H (3.67728, -3.82807, -4.33326)
H (0.91032, 2.43779, 2.62947)
H (1.67143, 3.72874, 1.93705)
H (-7.33809, 4.81061, 1.00011)
H (0.96134, -2.38293, 0.01109)
H (-0.88291, -0.05174, -1.63714)
H (-1.12777, -3.54397, -0.06651)
N (4.13601, -2.58190, -2.77891)
O (-2.86556, 0.05694, -2.37359)
C (2.87662, -1.82173, -3.04961)
N (-0.50013, 1.36067, -3.97171)
H (-1.35692, -3.66041, 4.51537)
H (-2.18640, 2.17475, -2.96336)
H (2.83525, -1.59202, -4.11278)
H (-5.15345, 4.84470, 0.21103)
C (-1.53897, -0.43220, -2.43142)
H (0.91806, 2.73440, -3.19987)
C (3.94505, -4.00098, -3.28962)
H (2.09129, -3.17854, 2.20431)
H (6.18923, -2.36764, -3.20990)
C (-1.85391, 2.62832, 3.37974)
H (-0.70637, 0.40411, 2.32267)
H (4.49760, -1.43558, -1.03652)
C (1.20515, 4.13962, 3.98482)
H (-1.24711, 3.32151, -3.92762)
H (0.89209, 0.75123, -5.45610)
C (4.41700, -2.48460, -1.31953)
C (-2.53016, 1.28808, 3.11770)
H (-2.55287, 4.23090, 0.50332)
H (-0.40002, 1.94947, 0.74977)
C (-6.63215, 4.27635, 1.63108)
H (1.32757, 0.99604, -3.04621)
H (5.96137, -4.45633, -3.94496)
H (-0.18701, 4.16672, 0.88089)
H (-2.57811, 0.62688, 3.98065)
C (0.84897, 3.53335, 2.64137)
H (-0.55844, -5.45661, 3.17553)
C (-4.19446, 3.56023, 1.68086)
H (5.06496, -1.90820, -4.57095)
H (1.97101, -2.37350, -2.80028)
C (5.25389, -1.90159, -3.50103)
H (-4.96237, 5.61768, 1.75438)
H (0.17830, -3.14657, 5.22019)
C (-0.95946, -0.08066, -3.78179)
H (1.31950, 5.22017, 3.93161)
H (-0.80835, -1.98991, 4.23712)
H (-4.38095, 3.29769, 2.72548)
C (-2.79403, 4.11312, 1.56411)
H (-3.32763, -0.36007, -1.63990)
H (2.07197, -2.98489, 3.99441)
H (-0.78320, -2.05803, 1.94001)
H (-2.42678, 3.30604, 4.01294)
H (-3.54909, 1.41697, 2.76477)
C (0.07290, 1.46026, -5.33340)
H (0.84950, -5.14561, 4.24126)
H (0.42342, 3.94918, 4.72936)
H (3.15564, -4.43005, -2.68038)
H (-2.32457, 2.13535, -4.73371)
H (3.57021, -2.87586, -0.75630)
N (-1.63706, 3.22258, 2.02053)
H (-2.18240, 2.10867, 0.31900)
H (-0.64898, 5.07429, 2.34501)
C (-0.67757, -3.14230, 1.98328)
H (-6.79478, 3.20867, 1.44956)
C (0.53722, 1.74072, -2.98023)
C (-0.30759, -3.75210, 0.63437)
O (0.94213, -3.34878, 0.15569)
H (-0.29192, -4.83921, 0.71165)
C (5.20290, -4.86710, -3.28058)
H (-6.88488, 4.46513, 2.67317)
H (4.91796, -5.84724, -3.66633)
C (-0.49044, -3.01823, 4.37442)
C (-1.65628, 2.31375, -3.89785)
C (0.40485, -4.96730, 3.26642)
H (1.38234, -1.73107, 2.99485)
C (-5.19185, 4.65557, 1.28875)
H (-2.21531, 0.03870, 1.36193)
Br (1.62365, -0.15589, 0.13814)
H (-1.48953, -1.52540, -2.36987)
H (-2.67896, 5.05427, 2.08942)
H (2.11423, 3.68521, 4.37067)
H (-0.88358, 2.49673, 3.84558)
H (1.10188, -5.27576, 2.49448)
C (-0.38379, 4.09831, 1.94775)
H (-0.66350, 1.14822, -6.07458)
C (-1.66844, 0.76671, 1.96294)
H (-1.75379, -0.16354, -4.52994)
H (2.92152, -0.96174, -2.38553)
O (5.70361, -5.02917, -1.95673)
H (0.39215, 2.47840, -5.53209)
H (-4.35236, 2.69618, 1.03456)
H (-1.66322, -3.54424, 2.24033)
C (-1.42754, 2.00381, 1.09428)
C (1.54502, -2.80634, 3.05756)
H (0.15021, 1.72902, -1.96652)
H (-0.13665, -0.69918, -4.12731)

Calculated values
Energy above the lowest of the compared OMol25 structures with the same formula, charge and spin (kcal/mol): 0.0
Strongest force on any atom (hartree/bohr): 0.028
Gap between HOMO and LUMO (eV): 9.259
Net charge: +3
Spin multiplicity: 1

Atomic partial charges in e from the Mulliken method, atoms 1 to 2:
1 N -0.03
2 H 0.35



Entry 2:
Below is a structure of composition C2H8N3O3S at a distorted geometry, with properties calculated with ωB97M-V/def2-TZVPD.

Cartesian coordinates (Å):
H (-2.97394, 2.89450, -0.04936)
O (-0.44300, 0.43875, -1.39046)
H (3.25058, -2.10475, 0.92669)
C (-1.40890, 2.13564, 0.81920)
C (1.47687, -1.68769, -0.19682)
H (-1.48145, 3.60601, -0.72101)
H (0.26639, -1.64657, -1.65298)
H (-0.34135, 2.10493, 0.94125)
S (-0.95902, -0.05083, -0.15593)
H (-2.13011, 1.88318, 1.59498)
O (-2.01021, -1.02073, -0.32507)
N (2.73608, -2.20500, 0.09023)
H (3.10119, -2.95867, -0.55431)
O (1.15330, -1.97889, -1.42423)
N (0.64177, -1.22482, 0.66727)
H (1.03704, -0.99301, 1.53620)
N (-1.91521, 2.80796, -0.10566)

Calculated values
Energy above the lowest of the compared OMol25 structures with the same formula, charge and spin (kcal/mol): 23.6
Strongest force on any atom (hartree/bohr): 0.122
Gap between HOMO and LUMO (spin up / spin down) (eV): 8.679 / 8.678
Net charge: +1
Spin multiplicity: 1

Atomic partial charges in e from the Mulliken method, atoms 1 to 2:
1 H 0.30
2 O -0.51



Entry 3:
Below is the ion C4H11N3 with charge -1 at a distorted geometry, with properties calculated with ωB97M-V/def2-TZVPD.

Cartesian coordinates (Å):
H (-0.24767, 2.14921, -0.23163)
H (-1.45893, 3.47596, -1.50839)
C (-0.87720, -0.27010, 0.59589)
N (2.17275, -0.75528, 1.13842)
H (2.93715, -0.12207, 0.93035)
H (-0.27844, 0.45674, 1.14590)
H (-0.43307, -1.93802, -0.72192)
N (-1.39760, 0.48662, -0.54684)
N (-1.87254, 2.54611, -1.49360)
H (-1.74601, -0.62474, 1.15853)
H (1.49333, -0.26450, -0.81598)
C (-0.00422, -1.43467, 0.15427)
H (-0.01731, -2.23113, 0.91824)
H (1.93331, -1.93842, -0.57031)
C (-1.15173, 1.80446, -0.74870)
H (1.57694, -0.31810, 1.83263)
C (1.45379, -1.08288, -0.08627)
H (-2.08255, 0.06080, -1.15059)

Calculated values
Energy above the lowest of the compared OMol25 structures with the same formula, charge and spin (kcal/mol): 9.6
Strongest force on any atom (hartree/bohr): 0.024
Gap between HOMO and LUMO (spin up / spin down) (eV): 2.806 / 9.291
Net charge: -1
Spin multiplicity: 2

Atomic partial charges in e from the Mulliken method, atoms 1 to 2:
1 H 0.37
2 H 0.39



Entry 4:
Below is a cluster of 3 separate species, C5H14NS2 in total at a distorted geometry, with properties calculated with ωB97M-V/def2-TZVPD.

Cartesian coordinates (Å):
S (0.25980, 0.72405, -1.25822)
H (-3.35973, 0.67977, 0.97227)
H (4.12827, 0.42014, 0.22210)
C (1.08502, 1.97787, -0.37834)
H (-5.66896, -1.27735, 0.47285)
H (-4.32339, 0.67467, -0.57587)
H (-5.05139, -0.65789, 2.15905)
C (-4.23034, 0.29707, 0.44152)
H (1.08300, 2.89930, -0.97687)
H (0.56071, 2.17244, 0.55463)
H (3.01436, 2.50846, 0.37375)
S (-0.42360, -0.54825, 0.09235)
H (0.50422, -3.46713, -1.79142)
C (3.07880, 0.35085, 0.49762)
H (1.21964, -3.84991, -0.30530)
H (2.79665, 0.29635, 1.54819)
H (2.63662, -0.54398, 0.04614)
H (0.98803, -2.22284, -0.79695)
H (3.04098, 1.68365, -1.15575)
C (-5.07109, -0.59924, 1.07709)
N (1.15790, -3.18143, -1.06047)
C (2.57452, 1.66338, -0.15836)

Calculated values
Energy above the lowest of the compared OMol25 structures with the same formula, charge and spin (kcal/mol): 98.1
Strongest force on any atom (hartree/bohr): 0.039
Gap between HOMO and LUMO (spin up / spin down) (eV): 7.118 / 3.441
Net charge: +2
Spin multiplicity: 2

Atomic partial charges in e from the Mulliken method, atoms 1 to 2:
1 S 0.30
2 H 0.31



Entry 5:
Below is a cluster of 2 separate species, C3H3NS in total at a distorted geometry, with properties calculated with ωB97M-V/def2-TZVPD.

Cartesian coordinates (Å):
N (0.69175, -0.38546, -0.38663)
S (4.34595, -0.34198, 0.12857)
H (3.13870, 1.61260, -0.54925)
H (-1.49516, -1.56041, 0.60810)
H (-2.07744, 0.02126, 0.03858)
C (3.05343, 0.56034, -0.28356)
C (-1.86699, -1.01191, -0.26473)
C (1.76305, 0.03495, -0.32928)

Calculated values
Energy above the lowest of the compared OMol25 structures with the same formula, charge and spin (kcal/mol): 115.7
Strongest force on any atom (hartree/bohr): 0.042
Gap between HOMO and LUMO (eV): 6.634
Spin multiplicity: 1

Atomic partial charges in e from the Mulliken method, atoms 1 to 2:
1 N -0.18
2 S -0.10